No. 1
Computed, not measured: a molecular structure, C21H48BrInN3O5 in a non-equilibrium geometry, with the ωB97M-V functional and the def2-TZVPD basis.

Geometry (Å):
C -1.39 -1.07 8.08
C -1.70 -2.49 7.38
C -0.41 -3.44 7.17
C 0.97 -2.67 6.94
C 1.02 -1.87 5.52
C 2.48 -1.21 5.43
C 2.54 0.22 4.70
C 1.39 1.26 5.14
In -0.20 1.61 3.54
Br -2.28 0.13 4.21
O 0.48 1.26 1.58
C 0.85 -0.09 1.39
N 1.58 -1.06 1.34
H -1.56 -0.26 7.30
H -2.21 -0.92 8.88
H -0.40 -1.01 8.62
H -2.41 -3.07 8.09
H -2.31 -2.33 6.42
H -0.62 -4.05 6.20
H -0.33 -4.23 8.00
H 1.78 -3.50 6.83
H 1.31 -2.02 7.82
H 0.15 -1.13 5.56
H 0.79 -2.62 4.68
H 3.01 -1.17 6.45
H 3.12 -1.93 4.79
H 2.61 0.04 3.57
H 3.55 0.70 5.01
H 1.84 2.28 5.36
H 0.88 0.81 6.09
H -0.68 3.35 3.68
C -2.63 -0.74 -4.47
O -2.83 -1.39 -3.23
C -1.67 -1.37 -2.38
C -1.91 -0.46 -1.17
N -1.96 0.95 -1.56
C -2.46 1.84 -0.51
C -3.90 1.62 -0.01
O -4.90 1.93 -0.98
C -5.18 0.89 -1.90
H -3.48 -0.95 -5.11
H -2.57 0.35 -4.33
H -1.72 -1.10 -4.96
H -0.77 -1.09 -2.92
H -1.53 -2.39 -2.02
H -1.11 -0.61 -0.44
H -2.85 -0.78 -0.70
H -2.56 1.05 -2.37
H -2.39 2.86 -0.90
H -1.77 1.79 0.35
H -4.06 2.32 0.81
H -4.06 0.63 0.41
H -5.06 -0.10 -1.45
H -4.54 0.99 -2.78
H -6.21 1.00 -2.24
C 1.86 1.01 -2.69
O 1.01 0.81 -3.81
C 0.73 2.01 -4.53
C 1.42 1.99 -5.90
N 2.87 2.11 -5.77
C 3.60 1.82 -7.01
C 3.48 0.41 -7.59
O 4.09 -0.61 -6.80
C 3.27 -1.10 -5.74
H 1.87 0.09 -2.11
H 2.88 1.23 -3.01
H 1.49 1.82 -2.06
H 1.00 2.91 -3.96
H -0.35 2.03 -4.69
H 1.04 2.82 -6.51
H 1.14 1.05 -6.39
H 3.19 1.47 -5.05
H 4.66 2.01 -6.79
H 3.31 2.55 -7.77
H 4.03 0.40 -8.54
H 2.45 0.14 -7.85
H 2.21 -1.09 -5.99
H 3.45 -0.52 -4.83
H 3.57 -2.12 -5.53

The value obtained for the HOMO energy is -5.5 eV. The net charge is -1.


No. 2
Computed, not measured: a molecular structure, C50H50CsF6NO4P2S3SbSi in a non-equilibrium geometry, with the ωB97M-V functional and the def2-TZVPD basis.

Geometry (Å):
Cs 0.09 0.15 0.76
F -5.55 -0.08 1.09
C -4.48 -0.79 1.45
F -4.26 -0.61 2.75
F -4.73 -2.09 1.22
S -3.04 -0.26 0.41
O -1.98 -1.20 0.67
O -3.57 -0.21 -0.92
N -2.75 1.14 1.06
S -2.26 2.31 0.13
O -3.24 2.88 -0.73
O -0.94 2.05 -0.38
C -1.97 3.61 1.44
F -1.97 4.80 0.84
F -0.78 3.46 2.05
F -2.93 3.60 2.36
C 0.02 -1.14 -3.37
C -0.94 -0.39 -2.44
P -1.58 1.24 -3.06
C -1.88 0.68 -4.80
C -3.13 0.11 -5.02
C -3.47 -0.42 -6.26
C -2.57 -0.36 -7.31
C -1.32 0.21 -7.11
C -0.98 0.73 -5.86
C -0.03 2.19 -3.31
C -0.11 3.31 -4.15
C 0.99 4.11 -4.40
C 2.20 3.82 -3.79
C 2.29 2.75 -2.91
C 1.18 1.94 -2.67
P 0.81 -2.50 -2.37
C 1.32 -3.66 -3.71
C 2.59 -4.24 -3.72
C 2.92 -5.19 -4.67
C 1.99 -5.60 -5.61
C 0.71 -5.05 -5.59
C 0.38 -4.11 -4.63
C 2.44 -1.70 -2.00
C 3.18 -1.01 -2.95
C 4.38 -0.40 -2.61
C 4.86 -0.49 -1.31
C 4.14 -1.21 -0.36
C 2.94 -1.82 -0.71
H 0.77 -0.48 -3.80
H -0.54 -1.58 -4.19
H -0.47 -0.22 -1.46
H -1.82 -1.00 -2.25
H -3.84 0.07 -4.20
H -4.45 -0.86 -6.41
H -2.83 -0.76 -8.28
H -0.60 0.24 -7.92
H 0.00 1.16 -5.72
H -1.06 3.54 -4.62
H 0.91 4.96 -5.06
H 3.07 4.43 -3.99
H 3.23 2.53 -2.41
H 1.29 1.13 -1.96
H 3.33 -3.93 -2.99
H 3.92 -5.63 -4.67
H 2.25 -6.34 -6.36
H -0.02 -5.37 -6.31
H -0.63 -3.72 -4.61
H 2.83 -0.94 -3.98
H 4.94 0.15 -3.36
H 5.79 -0.01 -1.04
H 4.51 -1.30 0.66
H 2.41 -2.39 0.04
C 2.00 -0.26 6.52
Si 1.01 0.86 5.38
C 2.00 2.43 4.98
C -0.60 1.33 6.26
C 0.56 0.00 3.78
H 2.34 0.27 7.42
H 2.88 -0.66 6.00
H 1.39 -1.11 6.85
H 2.25 2.98 5.89
H 1.43 3.09 4.33
H 2.93 2.17 4.47
H -0.43 1.62 7.30
H -1.30 0.49 6.25
H -1.09 2.18 5.76
H -0.14 -0.82 3.97
H 0.07 0.70 3.09
S 2.05 -0.67 2.96
Sb 0.24 -3.07 1.97
C -0.97 -3.21 3.75
C -0.37 -3.43 4.99
C -1.12 -3.37 6.16
C -2.48 -3.09 6.10
C -3.08 -2.86 4.87
C -2.32 -2.91 3.71
C 1.61 -4.56 2.77
C 2.84 -4.19 3.30
C 3.67 -5.12 3.91
C 3.27 -6.45 4.00
C 2.05 -6.84 3.46
C 1.23 -5.90 2.85
C -0.71 -4.59 0.73
C 0.12 -5.20 -0.21
C -0.38 -6.03 -1.20
C -1.75 -6.25 -1.29
C -2.59 -5.66 -0.36
C -2.08 -4.84 0.64
H 0.69 -3.64 5.05
H -0.65 -3.55 7.12
H -3.07 -3.05 7.01
H -4.14 -2.63 4.83
H -2.79 -2.69 2.76
H 3.14 -3.14 3.26
H 4.62 -4.82 4.33
H 3.91 -7.18 4.49
H 1.74 -7.87 3.52
H 0.28 -6.21 2.44
H 1.20 -5.04 -0.14
H 0.30 -6.48 -1.92
H -2.15 -6.89 -2.07
H -3.66 -5.83 -0.42
H -2.76 -4.39 1.36

The value obtained for the HOMO energy is -4.1 eV. As for the energy above the lowest of the compared OMol25 structures with the same formula, charge and spin: 1.387 eV. The net charge is -1.


No. 3
Computed, not measured: 2 unconnected molecules or ions with the total composition C3H3N3O in a non-equilibrium geometry, with the ωB97M-V functional and the def2-TZVPD basis.

Geometry (Å):
N 2.00 0.06 0.23
C 0.84 -0.27 0.12
C -0.29 -0.94 -0.01
C -1.68 -0.64 0.32
O -2.11 0.42 0.72
H 2.45 0.34 -0.64
H -0.02 -1.93 -0.35
H -2.35 -1.52 0.20
N 1.11 2.31 -0.41
N 0.05 2.16 -0.16

The value obtained for the HOMO energy is -9.7 eV. As for the energy above the lowest of the compared OMol25 structures with the same formula, charge and spin: 1.619 eV. The net charge is 0.